No. 1
{
  "formula": "C5H15N2",
  "method": "ωB97M-V/def2-TZVPD",
  "energy_ev": -8386.9948,
  "lumo_energy_ev": [-7.21, -12.46],
  "relative_energy_kcal_mol": 76.4,
  "charge": 2,
  "mol_weight_g_mol": 103.19,
  "homo_energy_ha": [-0.72785, -0.72879],
  "multiplicity": 2,
  "species": ["C", "N", "C", "C", "N", "C", "C", "H", "H", "H", "H", "H", "H", "H", "H", "H", "H", "H", "H", "H", "H", "H"],
  "xyz": [[-1.208, -0.361, 0.246], [-1.430, 0.402, -1.005], [-1.204, -0.373, -2.200], [0.404, -0.523, 0.416], [0.535, -1.717, 1.316], [1.263, 1.947, 0.133], [1.073, 0.731, 1.109], [-1.752, -1.219, 0.244], [-1.330, 0.139, 1.201], [-2.427, 0.735, -1.114], [-1.860, -1.255, -2.291], [-1.328, 0.330, -3.062], [-0.179, -0.865, -2.148], [0.708, -0.405, -0.537], [0.597, -2.630, 0.921], [1.409, -1.365, 1.820], [-0.203, -1.709, 2.048], [1.759, 1.821, -0.835], [0.290, 2.325, -0.020], [1.923, 2.709, 0.452], [0.842, 0.986, 2.146], [2.119, 0.296, 1.159]]
}

No. 2
{
  "formula": "C6H8N",
  "method": "ωB97M-V/def2-TZVPD",
  "energy_ev": -7829.3672,
  "lumo_energy_ev": [-5.24, -3.68],
  "relative_energy_kcal_mol": 145.8,
  "charge": 1,
  "mol_weight_g_mol": 94.14,
  "homo_energy_ha": [-0.46245, -0.47243],
  "multiplicity": 1,
  "species": ["C", "C", "C", "C", "C", "C", "N", "H", "H", "H", "H", "H", "H", "H", "H"],
  "xyz": [[-0.883, -1.726, -0.943], [-0.080, -2.170, -1.865], [-1.151, 0.304, 0.462], [-0.351, -0.708, -0.009], [-0.313, 1.511, 0.721], [0.967, -0.390, 0.158], [1.096, 0.955, 0.807], [-1.869, -1.927, -0.596], [0.729, -1.948, -2.511], [-2.228, 0.329, 0.636], [-0.212, 2.113, -0.215], [-0.631, 2.085, 1.608], [1.811, -0.886, -0.273], [1.651, 1.515, 0.313], [1.464, 0.943, 1.708]]
}

No. 3
{
  "formula": "C5H11O3",
  "method": "ωB97M-V/def2-TZVPD",
  "energy_ev": -11505.7731,
  "lumo_energy_ev": 3.20,
  "relative_energy_kcal_mol": 52.9,
  "charge": -1,
  "mol_weight_g_mol": 119.14,
  "homo_energy_ha": -0.14828,
  "multiplicity": 1,
  "species": ["C", "C", "C", "O", "O", "H", "H", "H", "H", "H", "C", "C", "O", "H", "H", "H", "H", "H", "H"],
  "xyz": [[-1.379, -0.255, 0.806], [-2.162, -0.186, 2.102], [-2.238, 0.081, -0.499], [-3.381, -0.466, -0.585], [-1.758, 0.944, -1.238], [-0.467, 0.235, 0.930], [-0.825, -1.294, 0.663], [-2.045, -1.192, 2.527], [-3.212, -0.132, 1.915], [-1.829, 0.385, 2.925], [2.114, -0.337, -0.754], [1.761, 0.696, -1.744], [3.486, -0.154, -0.566], [1.566, -0.214, 0.213], [1.974, -1.417, -0.949], [2.131, 1.714, -1.545], [3.763, 0.210, 0.331], [0.638, 1.012, -1.737], [1.860, 0.371, -2.797]]
}